No. 1
ORCA calculation (the ωB97M-V functional and the def2-TZVPD basis) on C13H12Cl2CrN3O as an isolated structure in a non-equilibrium geometry.

Computed properties:
Calculated total energy   -2706.757758 Eh
2S+1   5
Orbital gap (spin up / spin down)   8.4 / 8.7 eV
Largest force on an atom   3.31 eV/A
LUMO energy (spin up / spin down)   -3.30 / -3.49 eV
Net charge   +1
Expectation value of S²   6.02
Highest occupied orbital energy (spin up / spin down)   -11.7458 / -12.2185 eV

Structure (XYZ):
```
32
Properties=species:S:1:pos:R:3:forces:R:3:lowdin_spin:R:1
Cr -0.33022 -0.14307 -0.73006 0.90 0.51 0.50 3.86
O 2.33803 2.78978 0.08475 1.13 1.17 0.29 0.01
C 1.38828 2.09910 -0.14490 -1.23 0.68 -0.29 0.01
N 1.34247 0.78225 -0.14057 -2.24 -2.29 -0.67 -0.01
C 2.46008 -0.05231 0.15965 0.65 -0.29 -0.37 0.00
C 2.12005 -1.54497 0.07834 -0.67 0.73 1.27 0.01
C 2.95405 -2.48133 0.63736 -0.11 -2.93 -0.16 0.00
C 2.44438 -3.83908 0.70132 -0.25 0.98 0.10 0.01
C 1.13071 -4.17303 0.28451 2.29 2.03 1.28 0.00
C 0.40005 -3.11308 -0.15191 -2.42 -1.00 -1.68 0.01
N 0.87235 -1.90486 -0.31870 -0.03 2.64 -0.11 0.00
C -0.01606 2.72320 -0.45054 1.01 1.34 1.20 0.01
C -0.29299 4.09354 -0.25617 1.38 1.30 -0.11 0.00
C -1.59625 4.57396 -0.42317 1.16 -0.48 0.07 0.01
C -2.58309 3.72011 -0.85141 -0.63 0.15 0.25 0.00
C -2.23059 2.41292 -0.96650 -0.82 -2.16 -0.16 0.01
N -0.99836 1.88373 -0.70737 -1.62 -0.31 -1.05 0.00
H 2.88661 0.21694 1.14992 0.00 -0.40 -0.59 0.00
H 3.21029 0.06319 -0.62021 0.61 0.41 0.14 0.00
H 3.97134 -2.26447 1.01569 -0.88 0.00 -0.28 0.00
H 2.99919 -4.62539 1.19835 0.35 0.19 -0.12 0.00
H 0.63555 -5.04208 0.58251 -0.30 -1.57 -0.06 0.00
H -0.67165 -3.27447 -0.49187 1.43 0.25 0.55 0.00
H 0.55297 4.84933 -0.02207 -1.45 -1.73 -0.26 0.00
H -1.86842 5.57277 -0.21219 0.16 1.05 0.14 0.00
H -3.63347 4.03890 -0.98708 0.86 -0.26 -0.03 0.00
H -3.05212 1.71446 -1.22080 0.89 0.14 0.12 0.00
Cl -2.55993 -1.15654 -0.97773 -0.02 -0.33 0.16 0.04
C -2.89509 -1.76021 0.77778 -1.96 -0.15 -2.17 0.01
Cl -3.10814 -3.48379 0.78290 -0.05 0.25 0.16 0.00
H -3.83573 -1.21536 0.94922 0.62 -0.42 0.54 0.00
H -2.03429 -1.46011 1.27094 1.23 0.51 1.34 0.01
```
Positions in Å, forces in eV/Å.

No. 2
ORCA calculation (the ωB97M-V functional and the def2-TZVPD basis) on an isolated ion of composition C13H12ClN2O2 and charge +1 in a non-equilibrium geometry.

Computed properties:
Calculated total energy   -1221.864320 Eh
Orbital gap   6.7 eV
Largest force on an atom   12.24 eV/A
SMILES   CCCOc1[nH+]ccc2cc(OC#N)c(Cl)cc12
LUMO energy   -5.60 eV
Net charge   +1
Highest occupied orbital energy   -12.3032 eV

Structure (XYZ):
```
30
Properties=species:S:1:pos:R:3:forces:R:3:nbo_charge:R:1
C 4.32146 -0.50627 -0.62908 0.37 0.14 0.47 -0.64
C 2.77733 -0.23413 -0.10473 0.26 0.17 -0.36 -0.44
C 2.59537 1.41134 0.07046 2.71 -1.04 -0.84 -0.10
O 1.48197 1.78889 0.95955 -3.84 0.47 -3.33 -0.50
C 0.18550 1.78295 0.26218 -1.72 -1.54 -0.11 0.64
N -0.30194 2.87134 -0.67608 -1.00 -2.72 1.09 -0.56
C -1.65032 2.88236 -1.38420 -2.59 -4.19 1.43 0.01
C -2.75341 1.65361 -1.15120 5.14 1.18 1.69 -0.18
C -2.26494 0.43687 -0.15272 -0.35 -0.73 0.26 -0.01
C -3.26692 -0.83329 0.11374 3.98 -0.29 2.37 -0.21
C -2.75619 -2.05888 1.13015 0.69 3.00 -1.56 0.31
O -3.74504 -3.17790 1.27921 2.40 0.18 -4.76 -0.47
C -3.76221 -3.81044 -0.08170 1.45 -2.34 -6.67 0.49
N -3.62727 -4.28813 -1.30199 -1.38 4.40 11.34 -0.30
C -1.30198 -2.07014 1.89157 -0.47 3.32 -2.38 -0.04
Cl -0.80498 -3.47645 3.05246 -1.01 2.87 -2.40 0.08
C -0.30180 -0.77569 1.58086 -3.22 -1.26 -0.76 -0.15
C -0.79171 0.46049 0.56862 -0.41 0.28 -0.21 -0.11
H 5.04934 -0.25934 0.27664 -1.48 -0.46 -2.00 0.22
H 4.62868 0.18672 -1.54900 -0.81 -1.57 2.00 0.22
H 4.51401 -1.64014 -0.91129 -0.63 2.47 0.53 0.25
H 2.65726 -0.76374 0.95277 0.17 1.23 -2.31 0.22
H 1.99704 -0.69063 -0.88045 1.61 1.06 1.79 0.22
H 3.59042 1.76600 0.62638 -2.44 -0.55 -1.09 0.23
H 2.56888 1.96547 -0.98583 -0.19 -1.23 2.34 0.20
H 0.34576 3.69052 -0.87558 -1.05 -1.50 0.50 0.47
H -2.00905 3.74244 -2.12787 1.55 -1.84 2.02 0.29
H -3.81298 1.61794 -1.66601 2.56 0.28 1.11 0.29
H -4.32398 -0.87143 -0.39050 2.34 -0.09 1.17 0.28
H 0.76169 -0.80035 2.10366 -2.63 0.29 -1.32 0.29
```
Positions in Å, forces in eV/Å.

No. 3
ORCA calculation (the ωB97M-V functional and the def2-TZVPD basis) on C13H12FeN2O4 as an isolated structure in a non-equilibrium geometry.

Computed properties:
Calculated total energy   -2176.490660 Eh
2S+1   5
Orbital gap (spin up / spin down)   6.3 / 5.1 eV
Largest force on an atom   6.75 eV/A
LUMO energy (spin up / spin down)   0.63 / -2.85 eV
Expectation value of S²   6.13
Highest occupied orbital energy (spin up / spin down)   -5.6271 / -7.9465 eV

Structure (XYZ):
```
32
Properties=species:S:1:pos:R:3:forces:R:3:lowdin_spin:R:1
C -3.41624 0.77175 0.31341 0.98 0.00 -0.07 0.00
O -2.09567 1.33402 0.18699 0.62 0.24 0.04 0.00
C -0.97944 0.52420 0.07681 -0.66 -0.37 1.05 0.07
C -0.37718 -0.03246 1.23908 -3.60 0.13 0.51 0.11
C 0.50212 -1.22321 1.14911 0.67 -0.07 0.95 0.07
C 1.32317 -0.99370 -0.06811 1.02 -1.67 -1.91 0.14
C 0.87275 -0.29336 -1.18820 0.12 -0.87 -0.37 0.04
C -0.24981 0.55888 -1.12984 -1.65 -0.57 -1.13 0.14
Fe 1.16201 1.10486 0.41617 -0.12 -1.34 0.60 2.37
C 2.20700 1.05219 1.82535 2.90 -0.36 4.50 0.01
O 2.88852 1.14721 2.75830 -0.89 0.02 -1.43 -0.03
C 0.56645 2.70762 0.89422 -2.60 5.46 1.70 0.02
O 0.22709 3.75091 1.26487 0.81 -1.98 -0.68 -0.01
C 2.45690 1.86965 -0.50297 4.45 2.32 -4.52 0.02
O 3.25031 2.25415 -1.25883 -1.41 -0.72 1.65 -0.01
H -4.01931 1.65289 0.52604 -0.24 -0.30 0.03 0.00
H -3.71204 0.31288 -0.63930 -0.04 0.04 0.24 0.00
H -3.46348 0.03643 1.13010 -0.03 0.22 -0.20 0.00
H -0.85431 0.18055 2.20687 -0.02 -0.15 -0.54 0.00
H 1.17041 -1.27414 2.04130 -0.21 0.19 -0.40 0.01
H -0.04887 -2.18030 1.26502 0.11 0.27 -0.68 0.03
H 2.29127 -1.50092 -0.13385 -0.45 0.02 -0.17 0.00
H 1.41074 -0.34210 -2.13626 0.26 0.17 0.47 0.00
H -0.54562 1.23880 -1.93475 0.02 -0.61 0.24 0.01
N -0.41369 -4.08749 5.22271 -1.22 -0.81 0.56 0.03
C -1.60402 -4.60884 4.80875 2.52 1.09 0.83 0.28
C -1.74053 -4.32272 3.40809 2.25 1.49 -0.80 0.30
N -0.64028 -3.61004 3.01072 -1.33 -0.89 -0.27 0.03
C 0.16173 -3.49735 4.12457 -3.12 -1.51 -0.12 0.32
H -2.31661 -5.13721 5.43988 0.45 0.20 0.03 0.01
H -2.56408 -4.63003 2.77018 0.34 0.30 -0.14 0.01
H 1.12221 -3.01320 4.13256 0.06 0.06 0.01 0.01
```
Positions in Å, forces in eV/Å.

No. 4
ORCA calculation (the ωB97M-V functional and the def2-TZVPD basis) on C13H12I2PPdSe2 as an isolated structure in a non-equilibrium geometry.

Computed properties:
Calculated total energy   -6369.829532 Eh
Orbital gap (spin up / spin down)   5.9 / 5.8 eV
Largest force on an atom   1.32 eV/A
LUMO energy (spin up / spin down)   -5.96 / -6.01 eV
Net charge   +1
Highest occupied orbital energy (spin up / spin down)   -11.8589 / -11.8229 eV

Structure (XYZ):
```
31
Properties=species:S:1:pos:R:3:forces:R:3:nbo_charge:R:1
Pd -2.01354 1.44811 -0.84276 -0.26 -0.12 -0.35 0.37
I -4.81395 1.12285 -2.19706 -0.16 0.61 0.21 0.24
C -4.86579 3.01471 -1.16969 0.16 -0.21 -0.25 -0.68
I -2.88863 3.92043 -0.94933 -0.95 0.46 -0.08 0.25
H -5.25317 2.83879 -0.17186 0.15 0.06 -0.03 0.24
H -5.49222 3.70610 -1.72296 0.13 -0.01 -0.02 0.24
Se -0.74012 0.06747 -2.46927 -0.55 -0.33 1.15 -0.09
P -0.42126 -0.43772 -0.31752 1.04 -0.27 0.18 0.95
Se -2.35023 -0.39604 0.75927 0.60 0.16 -1.02 -0.12
C 0.65511 0.93895 0.27379 -0.53 -0.57 0.13 -0.43
C 1.90856 1.10554 -0.30463 -0.09 0.06 0.03 -0.14
C 2.73530 2.11801 0.14823 0.04 -0.06 -0.03 -0.21
C 2.32016 2.95248 1.17524 -0.12 0.07 0.02 -0.17
C 1.04613 2.82134 1.70743 0.10 0.06 -0.04 -0.20
C 0.20013 1.82317 1.25376 -0.07 -0.23 0.24 -0.22
C 0.37665 -2.05836 -0.10185 -0.34 0.49 -0.02 -0.44
C 1.53537 -2.37171 -0.80322 -0.07 -0.07 -0.02 -0.13
C 2.09247 -3.62954 -0.65119 0.08 0.10 -0.10 -0.21
C 1.49220 -4.56368 0.17852 -0.09 -0.04 -0.01 -0.16
C 0.32595 -4.25009 0.85668 -0.01 -0.04 0.06 -0.19
C -0.23225 -2.99246 0.72545 -0.02 0.10 -0.05 -0.18
H 2.21865 0.46702 -1.12013 0.11 0.02 0.03 0.21
H 3.70453 2.25543 -0.30328 0.14 -0.01 -0.01 0.23
H 2.98386 3.71437 1.55564 0.04 0.08 -0.03 0.23
H 0.70908 3.48794 2.48604 0.00 0.07 0.08 0.23
H -0.79122 1.72345 1.70217 0.37 -0.10 -0.14 0.24
H 1.97701 -1.65699 -1.48368 0.07 -0.02 -0.03 0.21
H 2.98357 -3.88680 -1.20212 0.10 -0.03 -0.02 0.23
H 1.91652 -5.55073 0.27485 0.07 -0.08 0.01 0.23
H -0.16686 -4.98601 1.47193 0.02 -0.09 0.10 0.23
H -1.15202 -2.74600 1.24155 0.04 -0.08 0.01 0.22
```
Positions in Å, forces in eV/Å.